(1)
DFT (wB97M-V/def2-TZVPD) results for an isolated molecule of C5H6O2S in a non-equilibrium geometry.

ORCA input file:
```
! wB97M-V def2-TZVPD RIJCOSX def2/J DEFGRID3
* xyz 0 1
S 0.88 1.42 -1.17
O 1.09 -0.86 0.12
O -1.12 -1.46 -1.62
C -2.09 -0.13 0.09
C -2.14 1.13 0.52
C -0.95 -0.62 -0.77
C 0.43 0.00 -0.56
C 2.50 -0.50 0.39
H 2.91 -1.44 0.77
H 2.60 0.32 1.12
H -2.83 -0.90 0.21
H 3.02 -0.30 -0.52
H -1.30 1.84 0.31
H -3.01 1.50 1.12
*
```

## Properties
Structure (SMILES): C=CC(=O)C(=S)OC
Highest occupied orbital energy in eV: -8.98
ΔE to the lowest compared entry with this formula, charge and spin in kcal/mol: 37.0
Largest force on an atom in eV/A: 2.80

(2)
DFT (wB97M-V/def2-TZVPD) results for a structure of composition C38H39NOP2RuSi in a non-equilibrium geometry.

ORCA input file:
```
! wB97M-V def2-TZVPD RIJCOSX def2/J DEFGRID3
* xyz 1 6
Ru -0.05 -0.29 -0.01
P -0.01 -2.33 -0.91
P -1.91 0.86 -0.83
Si -0.32 -0.67 2.33
O 2.94 -0.08 0.43
N 0.27 0.21 -3.02
C 2.96 -2.61 4.16
C 0.23 -2.58 -2.74
C 3.70 -0.43 -4.24
C -2.15 2.44 4.49
C -0.38 3.40 3.15
C -3.43 -0.01 -0.36
C 2.69 -2.50 -3.45
C -1.29 2.02 -3.26
C -1.36 -3.20 3.29
C 2.63 -0.53 5.35
C -1.68 -1.92 2.83
C 1.78 -0.11 0.29
C 1.39 -0.45 -3.41
C 2.49 0.28 -3.98
C 1.48 -1.86 -3.21
C -0.09 2.14 2.63
C 1.32 -3.39 -0.26
C 1.87 -2.30 3.33
C 0.78 3.62 -4.36
C 1.55 -0.24 4.52
C -2.36 -4.11 3.65
C -1.41 3.56 4.07
C -2.32 1.13 -2.63
C -3.71 -3.74 3.58
C -1.54 -3.27 -0.56
C 0.01 1.46 -3.48
C -2.11 2.51 -0.10
C 2.31 1.65 -4.22
C -0.47 4.16 -4.10
C -4.04 -2.44 3.15
C -0.85 1.02 3.01
C -3.03 -1.53 2.82
C 3.36 -1.72 5.17
C -1.50 3.36 -3.55
C 1.06 2.26 -4.05
C 3.79 -1.79 -3.97
C -1.84 1.17 3.98
C 1.17 -1.09 3.47
H 1.56 -3.03 2.59
H 1.22 -3.45 0.83
H -0.66 5.20 -4.32
H -5.09 -2.14 3.08
H 3.14 2.22 -4.62
H -1.64 4.55 4.47
H -3.42 -0.21 0.72
H 0.16 1.06 -0.95
H -4.32 0.58 -0.61
H -1.78 -3.17 0.50
H -2.08 -5.10 4.00
H -2.47 3.81 -3.34
H 0.98 0.68 4.70
H 2.91 0.16 6.15
H 4.53 0.12 -4.68
H -2.95 2.55 5.21
H -3.33 1.55 -2.74
H -2.07 2.43 0.99
H -2.36 -2.86 -1.17
H -2.32 0.14 -3.10
H -0.31 -3.49 3.39
H 0.27 -3.65 -2.96
H 1.25 -4.41 -0.68
H -4.49 -4.44 3.86
H -1.28 3.15 -0.41
H 3.49 -3.55 4.02
H -2.38 0.30 4.36
H -3.31 -0.50 2.60
H 4.73 -2.32 -4.14
H -3.05 3.00 -0.40
H 2.29 -2.96 -0.50
H 0.73 2.02 1.91
H -1.39 -4.33 -0.81
H 0.22 4.26 2.82
H 1.58 4.21 -4.82
H -0.67 -2.16 -3.21
H 4.22 -1.94 5.80
H 2.78 -3.58 -3.24
H -3.49 -0.97 -0.88
*
```

## Properties
Expectation value of S²: 8.7941
Highest occupied orbital energy (spin up / spin down) in eV: -8.46 / -11.17
ΔE to the lowest compared entry with this formula, charge and spin in kcal/mol: 0.0
Largest force on an atom in eV/A: 5.10

(3)
DFT (wB97M-V/def2-TZVPD) results for a cluster of 2 separate species, C3H8ClNOSi in total in a non-equilibrium geometry.

ORCA input file:
```
! wB97M-V def2-TZVPD RIJCOSX def2/J DEFGRID3
* xyz 0 1
Cl -2.53 1.17 -0.60
Si -2.67 -0.66 -1.32
O -1.25 -1.22 -1.78
N -0.34 -1.26 0.47
C 1.21 -0.20 1.79
C 0.52 -0.40 0.42
C 0.83 0.40 -0.79
H 0.97 1.41 -0.64
H 1.00 -1.15 2.52
H 1.75 0.04 -1.22
H 0.00 0.37 -1.31
H 0.83 0.79 2.11
H -3.31 -1.57 -0.17
H -3.28 -0.76 -2.62
H 2.39 -0.07 1.66
*
```

## Properties
Highest occupied orbital energy (spin up / spin down) in eV: -9.42 / -9.41
ΔE to the lowest compared entry with this formula, charge and spin in kcal/mol: 66.5
Largest force on an atom in eV/A: 4.56

(4)
DFT (wB97M-V/def2-TZVPD) results for an isolated molecule of C3H4N2O2.

ORCA input file:
```
! wB97M-V def2-TZVPD RIJCOSX def2/J DEFGRID3
* xyz 0 1
O -2.64 0.49 0.00
O 2.93 0.00 -0.93
N -0.37 0.71 0.18
N -1.32 -0.77 -1.42
C 0.76 0.21 0.07
C -1.46 0.06 -0.48
C 1.97 -0.28 0.01
H -2.23 -1.08 -1.75
H 2.30 -0.99 0.76
H 2.55 0.56 -1.62
H -2.45 1.16 0.68
*
```

## Properties
Structure (SMILES): [H]/N=C(\O)N=C=CO
Highest occupied orbital energy in eV: -8.86
ΔE to the lowest compared entry with this formula, charge and spin in kcal/mol: 76.9
Largest force on an atom in eV/A: 0.57